## 1
Density functional theory data (the ωB97M-V functional and the def2-TZVPD basis) for a single C7H9NO2 molecule.

The geometry in XYZ format:
```
19
C7H9NO2 the ωB97M-V functional and the def2-TZVPD basis
C -1.22 1.54 1.46
C -0.35 0.80 0.47
C -1.01 -0.11 -0.63
N -1.09 -0.37 -2.01
C -0.54 -1.59 -2.30
O -0.58 -2.17 -3.33
O 0.09 -2.11 -1.15
C -0.06 -1.25 -0.17
C 0.57 -0.43 0.90
C 2.06 -0.13 0.71
H -2.02 0.91 1.84
H -1.60 2.57 1.02
H -0.60 1.70 2.36
H 0.32 1.52 -0.06
H -1.69 -0.09 -2.82
H 0.42 -0.67 1.96
H 2.23 0.24 -0.37
H 2.70 -1.03 0.63
H 2.36 0.66 1.49
```

Output
- Orbital gap: 8.364 eV
- Lowest unoccupied orbital energy: 0.6 eV
- SMILES: C[C@@H]1c2[nH]c(=O)oc2[C@H]1C
- E_HOMO: -7.78 eV
- M: 139.15 g/mol

---

## 2
Density functional theory data (the ωB97M-V functional and the def2-TZVPD basis) for a single C7H9NO2 molecule.

The geometry in XYZ format:
```
19
C7H9NO2 the ωB97M-V functional and the def2-TZVPD basis
C -3.38 1.23 0.35
C -2.60 0.30 0.23
C -1.24 -1.85 0.37
C -0.55 0.15 -1.06
C 0.25 1.18 -0.13
C -1.47 -0.52 -0.14
C 1.94 -0.50 0.57
N 0.80 0.30 0.87
O -0.54 -2.68 -0.12
O -0.15 -0.26 1.58
H -4.03 2.00 0.73
H -1.78 -2.06 1.31
H -0.97 0.60 -1.91
H 0.19 -0.44 -1.58
H 1.12 1.61 -0.57
H -0.50 1.72 0.37
H 2.82 -0.11 0.97
H 1.89 -1.34 1.23
H 1.82 -0.63 -0.48
```

Output
- Orbital gap (alpha / beta): 7.872 / 7.768 eV
- Lowest unoccupied orbital energy (alpha / beta): -0.2 / -0.8 eV
- E_HOMO (alpha / beta): -8.07 / -8.53 eV
- M: 139.15 g/mol

---

Stability comparison, relative energies in hartree: 1 0.0000; 2 0.1220